# 1
120
Properties=species:S:1:pos:R:3:forces:R:3 method="wB97M-V/def2-TZVPD" homo_lumo_gap_ev="4.83 / 4.85" e_homo_ev="-5.87 / -5.92"
Mo 0.293831 0.090941 0.164757 1.8 -0.8 1.1
Te -3.728306 -0.046756 1.770349 -0.2 0.0 -0.9
C -5.667940 0.442694 1.019642 0.1 0.0 0.2
C -6.483830 1.396018 1.612698 0.1 -0.1 0.1
C -7.703888 1.696439 1.020676 0.0 0.0 0.0
N -8.147442 1.118150 -0.089602 -0.1 0.0 -0.1
C -7.371028 0.182505 -0.636683 0.0 0.0 0.0
C -6.140486 -0.189964 -0.122561 0.0 0.0 0.0
C -2.856432 0.059386 -0.194598 -0.4 0.0 0.7
P -1.706113 1.451060 -0.155455 -1.0 -0.5 -0.1
C -2.782388 2.814646 0.384755 0.4 0.1 0.1
C -3.934875 3.100513 -0.340452 0.1 0.0 0.0
C -4.821523 4.062449 0.120350 -0.1 0.0 -0.1
C -4.571264 4.727453 1.310913 0.0 0.0 0.0
C -3.439264 4.421202 2.054599 0.0 0.0 0.0
C -2.550784 3.462973 1.594640 -0.1 0.0 -0.1
C -1.167163 1.784796 -1.868939 0.1 0.4 0.0
C -1.623872 2.714950 -2.795429 0.1 -0.2 0.0
C -0.925437 2.921082 -3.979101 -0.1 0.1 0.0
C 0.248346 2.227577 -4.229134 0.0 0.0 0.0
C 0.730624 1.312626 -3.302980 0.1 0.0 0.0
C 0.028472 1.092885 -2.129396 -0.2 0.2 0.3
P -1.623714 -1.219243 -0.566780 -0.9 0.6 0.2
C -1.858499 -1.376924 -2.385255 0.1 -0.3 -0.1
C -3.089653 -1.103162 -2.975341 0.0 0.0 0.0
C -3.260147 -1.239186 -4.345612 0.0 0.0 0.0
C -2.204474 -1.656247 -5.143596 0.0 0.0 -0.1
C -0.968299 -1.912278 -4.570065 0.0 0.0 0.0
C -0.799716 -1.765270 -3.201546 -0.1 0.0 0.0
C -2.371892 -2.745647 0.078323 0.2 0.0 0.1
C -3.235359 -3.545367 -0.661225 0.0 0.1 0.0
C -3.855830 -4.634467 -0.061843 0.0 0.0 0.0
C -3.609067 -4.934952 1.268476 0.0 -0.1 0.0
C -2.738732 -4.146432 2.008364 0.0 0.1 0.0
C -2.127528 -3.055532 1.415430 -0.2 0.0 -0.1
H -6.167505 1.914139 2.509740 0.0 0.1 0.0
H -8.356485 2.449322 1.452827 0.0 0.0 0.0
H -7.756611 -0.290341 -1.534901 0.0 0.0 0.0
H -5.547669 -0.959825 -0.597773 0.0 0.0 -0.1
H -4.156229 2.536829 -1.238281 0.0 0.0 0.0
H -5.722231 4.278080 -0.440917 0.0 0.0 0.0
H -5.268613 5.472895 1.672428 0.0 0.0 0.0
H -3.256902 4.921580 2.997526 0.0 0.0 0.0
H -1.687418 3.187593 2.188959 0.0 0.0 0.0
H -2.514316 3.292287 -2.588751 0.0 0.0 0.0
H -1.295292 3.638258 -4.701252 0.0 0.0 0.0
H 0.793572 2.397756 -5.148806 0.0 0.0 0.0
H 1.651376 0.774779 -3.499596 0.0 0.0 0.0
H 0.439310 0.208546 -1.539195 0.1 -0.5 -1.8
H -3.904245 -0.750735 -2.355339 0.0 0.0 0.1
H -4.219817 -1.014707 -4.795104 0.0 0.0 0.0
H -2.341977 -1.773015 -6.211572 0.0 0.0 0.0
H -0.133329 -2.219324 -5.188681 0.0 0.0 0.0
H 0.172535 -1.928352 -2.757834 0.0 0.1 -0.1
H -3.418854 -3.322953 -1.704466 0.0 0.0 0.0
H -4.536657 -5.248735 -0.637909 0.0 0.0 0.0
H -4.088031 -5.789855 1.729074 0.0 0.0 0.0
H -2.542610 -4.376684 3.048203 0.0 0.0 0.0
H -1.428189 -2.443295 1.974641 0.0 0.0 0.1
Br 0.400676 -0.068865 2.813769 0.1 0.0 0.2
C 2.311093 -0.296956 2.949200 -0.3 0.1 0.5
C 2.905218 -0.068109 4.164319 -0.2 -0.1 -0.2
C 4.302998 -0.095300 4.252017 0.2 0.0 0.0
C 5.054641 -0.275970 3.120915 0.0 0.1 0.1
C 4.445280 -0.478718 1.864280 -0.4 0.1 0.3
C 5.211672 -0.566866 0.679171 -0.2 -0.1 -0.6
C 4.588157 -0.658835 -0.537323 0.8 0.4 0.2
C 3.210552 -0.853677 -0.620894 -1.2 0.3 0.4
C 2.404488 -0.967293 0.523838 1.6 -0.7 0.3
C 3.028971 -0.564530 1.778986 0.3 0.0 -0.3
H 2.297755 0.151754 5.032132 0.0 0.0 0.0
H 4.780570 0.070917 5.208452 0.0 0.0 0.0
H 6.136128 -0.236159 3.174195 0.0 0.0 0.0
H 6.291513 -0.517673 0.743565 0.0 0.0 0.0
H 5.182301 -0.636374 -1.442601 0.0 0.0 0.0
H 2.737098 -0.985496 -1.583102 0.1 -0.3 0.0
C 0.974161 5.493660 -0.114604 0.0 -0.1 0.0
C 0.351334 4.120496 0.118076 0.3 0.1 0.0
Sb 1.722363 2.471976 0.422393 -0.3 1.1 0.2
C 3.176570 3.329712 -0.939878 0.1 -0.2 0.2
C 4.406699 2.500747 -1.276611 0.0 0.1 0.0
C 2.479161 3.260998 2.304694 0.1 -0.1 -0.2
C 3.999138 3.321465 2.413299 -0.1 0.1 0.0
H 0.185976 6.229950 -0.287801 0.0 0.0 0.0
H 1.628056 5.502940 -0.986527 0.0 0.1 0.0
H 1.551448 5.824321 0.751831 0.0 0.0 0.0
H -0.281321 3.850749 -0.725324 0.0 0.0 0.0
H -0.282074 4.155474 1.000476 0.0 -0.1 0.0
H 3.469525 4.271066 -0.472693 -0.1 0.0 0.0
H 2.620169 3.567290 -1.848583 -0.1 0.0 0.0
H 4.890285 2.110967 -0.381582 0.0 0.0 0.0
H 5.139653 3.108061 -1.814100 0.0 0.0 0.0
H 4.143702 1.655147 -1.911026 0.0 -0.1 0.0
H 2.062468 2.646937 3.103664 -0.1 0.0 0.0
H 2.054052 4.262161 2.399050 -0.1 0.0 0.0
H 4.444080 2.329952 2.347507 0.1 -0.1 0.0
H 4.294398 3.754290 3.372521 0.1 0.0 0.0
H 4.431763 3.941008 1.625299 0.0 0.0 0.0
C 1.709144 -3.575006 -1.495038 -0.1 0.0 0.2
C 1.589533 -3.381241 0.018334 0.3 -0.1 0.1
C 0.464841 -4.336500 0.451264 0.1 0.0 -0.1
C 1.324611 -1.950179 0.583750 -1.5 0.5 -0.6
C 2.880247 -3.824923 0.735475 0.0 -0.1 -0.1
C 2.883263 -4.026900 2.118373 0.0 0.0 0.1
C 4.033483 -4.402148 2.792863 0.0 0.0 0.0
C 5.222325 -4.590962 2.101097 0.0 0.0 0.0
C 5.238067 -4.395548 0.730891 0.0 0.0 0.0
C 4.082060 -4.014124 0.060191 0.0 0.0 0.0
H 0.723933 -3.475468 -1.943371 0.1 0.0 0.0
H 2.048414 -4.593721 -1.697196 0.0 0.0 0.0
H 2.397494 -2.893020 -1.985682 0.0 0.0 -0.1
H -0.414896 -4.199929 -0.173879 0.1 0.0 0.0
H 0.158181 -4.189096 1.485226 0.1 0.0 0.0
H 0.807038 -5.367553 0.337135 0.0 0.0 0.0
H 1.070539 -2.148613 1.619980 0.0 0.1 0.0
H 1.974257 -3.891582 2.691642 0.0 0.0 0.0
H 3.996094 -4.564285 3.863254 0.0 0.0 0.0
H 6.123407 -4.884193 2.624650 0.0 0.0 0.0
H 6.150973 -4.554222 0.169091 0.0 0.0 0.0
H 4.136177 -3.865221 -1.010413 0.0 0.0 0.0

=====

# 2
8
Properties=species:S:1:pos:R:3:forces:R:3 method="wB97M-V/def2-TZVPD" homo_lumo_gap_ev=8.26 relative_energy_kcal_mol=21.2 total_charge=-1 e_homo_ev=-4.32
O 0.121119 0.125708 -1.716372 0.3 -0.5 -1.0
N 0.927343 0.504572 -0.825613 -3.2 -0.1 0.8
O 1.945870 1.075788 -1.087061 2.7 0.9 -1.0
N 0.588459 0.441201 0.433852 -1.5 -0.7 1.4
C -0.715943 -0.207261 0.642029 1.4 1.7 1.2
Cl -0.445203 -1.880869 1.331867 -0.1 -0.7 0.2
H -1.174423 -0.391736 -0.340985 -0.6 0.4 0.8
H -1.247221 0.332596 1.562283 0.8 -1.0 -2.5

=====

# 3
52
Properties=species:S:1:pos:R:3:forces:R:3 method="wB97M-V/def2-TZVPD" homo_lumo_gap_ev=8.69 relative_energy_kcal_mol=0.0 e_homo_ev=-8.18
C -4.909033 0.635805 4.368758 0.3 -0.2 -0.3
C -4.387394 -0.576769 3.620875 -0.4 -0.2 0.2
O -3.128269 -0.235970 3.041377 0.2 0.1 0.0
C -2.506556 -1.243885 2.387865 -0.1 0.1 -0.1
O -2.951558 -2.365048 2.307225 -0.2 -0.3 0.1
N -1.352509 -0.841644 1.804791 0.0 0.1 0.0
C -0.464942 -1.819573 1.210858 0.1 -0.4 0.1
C 0.770584 -2.002338 2.099272 0.0 -0.3 -0.4
N 1.389723 -0.710475 2.314162 0.0 -0.1 0.2
C 2.547401 -0.406253 1.695171 0.0 -0.2 0.3
O 3.230366 -1.210309 1.095861 0.3 0.1 -0.2
C 2.988507 1.055833 1.843455 0.2 0.1 -0.1
O 3.659090 1.499472 2.748520 -0.1 -0.2 0.0
N 2.558712 1.821975 0.804846 0.3 1.3 -0.1
N 1.809494 1.282261 -0.171672 -0.2 -0.3 -0.2
C 1.449806 1.991187 -1.165252 0.4 0.4 0.6
C 0.723590 1.439787 -2.281400 -0.3 -0.3 -0.4
C 0.149528 2.290341 -3.222708 0.2 -0.3 0.3
C -0.494371 1.816582 -4.347248 -0.2 -0.1 -0.4
C -0.559498 0.442522 -4.564632 0.1 0.1 0.2
O -1.150509 -0.150747 -5.630842 0.2 -0.2 0.3
C -1.760134 0.660962 -6.607017 -0.1 0.2 -0.2
C 0.019223 -0.430069 -3.642317 0.0 -0.2 0.0
C 0.647573 0.041738 -2.501726 -0.1 0.3 -0.2
O 1.218070 -0.750823 -1.576255 -0.1 0.1 -0.2
C 1.503421 -2.096976 -1.891186 0.1 -0.3 0.0
C 0.504528 0.254030 2.921325 -0.3 0.4 -0.1
C -0.728858 0.442327 2.024154 0.1 0.3 0.3
H -4.210584 0.924215 5.149830 0.0 0.1 0.1
H -5.868577 0.400188 4.819261 -0.1 0.0 0.1
H -5.031971 1.472460 3.686198 -0.1 0.1 0.0
H -4.250763 -1.431704 4.292386 0.0 0.1 -0.1
H -5.075573 -0.879647 2.823814 0.1 0.0 0.1
H -1.012645 -2.756113 1.104232 0.1 0.1 -0.1
H -0.148142 -1.444573 0.234569 0.0 -0.1 0.0
H 1.503338 -2.649680 1.617027 -0.1 0.0 0.1
H 0.481534 -2.427796 3.065440 0.0 0.0 0.0
H 2.871360 2.797462 0.747237 0.0 -0.4 0.2
H 1.706084 3.057753 -1.230260 0.0 -0.1 0.1
H 0.211769 3.357323 -3.064473 0.0 0.1 0.0
H -0.927327 2.515720 -5.043550 0.0 0.0 -0.1
H -2.577192 1.252991 -6.183261 0.0 0.0 0.0
H -2.161308 -0.025439 -7.350746 0.0 0.1 0.0
H -1.035392 1.327727 -7.084340 0.0 0.0 0.0
H -0.050494 -1.485260 -3.849212 0.0 -0.1 0.0
H 0.596295 -2.709785 -1.913967 0.0 0.0 0.0
H 2.159808 -2.437682 -1.091411 0.0 0.0 -0.1
H 2.022550 -2.179702 -2.849681 0.0 0.0 0.0
H 0.187395 -0.132831 3.896755 0.0 0.1 0.0
H 1.020303 1.201299 3.075100 0.0 0.0 0.1
H -0.407555 0.836057 1.053085 0.0 0.0 0.1
H -1.444365 1.121692 2.483687 0.1 0.0 -0.1